(1)
Molecular formula: C56H41I2N8O2W
Method: DFT, ωB97M-V with the def2-TZVPD basis set

Each line ends with the Mulliken spin population.
CARTESIAN COORDINATES (ANGSTROEM)
W  0.06672  -0.24915  -0.32859  0.900
C  -3.59708  -1.14645  6.35143  0.000
C  -2.22135  -1.28007  6.21035  0.000
C  -1.62093  -0.99145  4.99578  0.007
C  -2.37666  -0.56479  3.90255  -0.025
C  -3.75601  -0.46796  4.04362  0.007
C  -4.35800  -0.74112  5.26729  0.000
C  -1.64626  -0.38228  2.57073  0.037
C  -1.44863  -1.71445  1.94783  0.080
C  -2.26564  -2.84847  2.25890  -0.027
C  -1.98972  -3.78306  1.32820  0.041
C  -0.98774  -3.23053  0.46335  0.002
N  -0.66927  -1.92013  0.90080  -0.029
C  -0.49449  -3.81245  -0.64255  -0.026
C  0.53507  -3.20986  -1.43833  0.032
C  1.28586  -3.96142  -2.36108  -0.001
C  2.26732  -3.13634  -2.82636  0.029
C  2.09493  -1.89622  -2.17729  0.001
C  2.91220  -0.80401  -2.42707  -0.018
C  3.93116  -0.92326  -3.50881  -0.003
C  5.14770  -1.55229  -3.26729  -0.002
C  6.07522  -1.67837  -4.29194  0.000
C  5.78855  -1.18003  -5.55682  0.000
C  4.57797  -0.54393  -5.79374  0.000
C  3.64885  -0.41174  -4.77024  -0.003
C  2.91436  0.34440  -1.66699  -0.006
N  2.12320  0.54994  -0.55336  0.012
C  2.62971  1.65889  0.02045  0.076
C  2.24381  2.17381  1.29763  -0.030
C  2.96017  3.38282  1.80432  -0.005
C  2.38750  4.63885  1.63567  -0.004
C  3.03385  5.76466  2.12973  0.001
C  4.24594  5.63716  2.79522  0.000
C  4.81964  4.38287  2.95672  0.000
C  4.18026  3.25573  2.45800  -0.004
C  1.28219  1.62795  2.04938  0.059
C  0.88955  2.11708  3.34637  0.017
C  -0.15618  1.37546  3.74538  -0.004
C  -0.40269  0.42598  2.69313  0.063
N  0.45010  0.53583  1.69600  -0.006
C  3.68555  2.21439  -0.73989  -0.022
C  3.86189  1.38755  -1.81145  0.042
N  1.01530  -1.95166  -1.30102  -0.020
C  -0.99187  -5.14594  -1.06961  0.000
C  -1.56513  -5.27686  -2.33116  0.001
C  -2.06457  -6.50328  -2.74189  0.000
C  -1.96738  -7.60986  -1.90918  -0.001
C  -1.36811  -7.48999  -0.66259  0.000
C  -0.88801  -6.25956  -0.23842  0.000
H  -4.07429  -1.38129  7.29387  0.000
H  -1.61737  -1.62391  7.04017  0.000
H  -0.54690  -1.10914  4.89247  0.002
H  -4.38007  -0.19739  3.20522  0.003
H  -5.43199  -0.64388  5.36348  0.000
H  -2.96641  -2.91528  3.07446  0.001
H  -2.43397  -4.75866  1.22374  0.004
H  1.11061  -4.99451  -2.61015  0.001
H  3.05108  -3.36426  -3.53017  0.003
H  5.36284  -1.94606  -2.28062  0.000
H  7.02169  -2.16791  -4.10176  0.000
H  6.51099  -1.28383  -6.35586  0.000
H  4.35268  -0.15176  -6.77723  0.000
H  2.69868  0.08042  -4.94715  0.000
H  1.42949  4.72391  1.13567  -0.003
H  2.58572  6.74176  2.00226  0.000
H  4.74004  6.51418  3.19323  0.000
H  5.76390  4.27943  3.47577  0.000
H  4.62435  2.27474  2.58229  0.000
H  1.36316  2.93606  3.86297  -0.002
H  -0.71833  1.45742  4.66061  0.002
H  4.23759  3.10142  -0.47475  0.001
H  4.58233  1.46448  -2.60998  0.002
H  -1.64671  -4.40883  -2.97590  0.007
H  -2.53207  -6.58964  -3.71431  0.000
H  -2.35648  -8.56666  -2.23182  0.000
H  -1.26896  -8.35600  -0.02077  0.000
H  -0.39932  -6.16619  0.72438  -0.001
N  -0.30230  -1.80628  -4.40328  0.008
H  -0.88775  -2.47072  -4.89823  0.000
H  0.65544  -2.00317  -4.67497  0.000
H  -0.53712  -0.88649  -4.75837  0.003
N  -1.70917  0.41441  0.31298  0.135
C  -2.32240  0.46960  1.39055  0.017
C  -3.50231  1.35852  1.57650  0.023
C  -3.49738  2.35948  2.54191  0.004
C  -4.56425  3.23918  2.62709  -0.001
C  -5.63975  3.11814  1.75362  0.000
C  -5.64000  2.12281  0.78700  0.000
C  -4.56550  1.24822  0.69056  0.011
H  -2.65162  2.46440  3.21058  0.002
H  -4.55252  4.02771  3.36847  0.000
H  -6.47495  3.80283  1.82647  0.000
H  -6.47150  2.02916  0.10031  0.000
H  -4.55874  0.46776  -0.06065  0.000
I  -2.25444  -0.99902  -1.77391  0.143
I  -3.78723  -2.29437  -3.85872  0.399
C  -1.35526  5.39175  -0.64035  0.000
N  -0.86793  4.12879  -1.19607  0.000
C  -0.67304  3.99004  -2.54134  0.002
C  -0.26968  2.83792  -3.10722  -0.002
C  -0.05765  1.74908  -2.20357  0.022
O  0.25559  0.56831  -2.50608  0.014
N  -0.20718  1.91960  -0.90355  0.023
C  -0.61828  3.07410  -0.30913  -0.004
O  -0.77133  3.21920  0.89204  0.006
H  -0.52791  6.06413  -0.41262  0.000
H  -1.89263  5.17806  0.27700  0.000
H  -2.02194  5.86251  -1.35814  0.000
H  -0.87523  4.87429  -3.13120  0.000
H  -0.13517  2.72504  -4.17100  0.000

Cartesian forces (eV/Å) of the 6 atoms listed first:
W 0.93 1.73 -0.71
C 0.02 -0.03 -0.02
C -0.02 -0.02 -0.03
C 0.00 0.02 -0.01
C 0.07 0.07 -0.03
C 0.03 -0.01 0.00

Results
Spin multiplicity: 3
Net charge: +1
Highest occupied orbital energy (alpha / beta): -9.2 / -9.9 eV
HOMO-LUMO gap (alpha / beta): 4.90 / 5.20 eV
E_LUMO (alpha / beta): -4.3389 / -4.6767 eV
ΔE to the lowest compared entry with this formula, charge and spin: 51.4 kJ/mol

(2)
Molecular formula: C5H9N
Method: DFT, ωB97M-V with the def2-TZVPD basis set

Each line ends with the Löwdin charge.
CARTESIAN COORDINATES (ANGSTROEM)
C  -1.24779  1.27866  -0.55375  -0.113
C  -0.96932  0.24167  0.56571  -0.198
C  0.16234  -0.66012  0.08785  -0.416
C  -0.07829  -1.96188  -0.20953  0.041
C  2.35289  0.20677  0.30050  -0.013
N  1.29538  0.03357  -0.38565  0.023
H  -2.26436  1.66677  -0.45230  0.058
H  -0.61725  2.23055  -0.51816  0.092
H  -1.22113  0.82498  -1.52873  0.063
H  -1.77340  -0.47336  0.78534  0.101
H  -0.72357  0.77930  1.47982  0.103
H  -1.11759  -2.32500  -0.18582  0.063
H  0.72893  -2.47299  -0.70307  0.048
H  3.00199  1.06393  0.13864  0.070
H  2.47118  -0.43285  1.17916  0.078

Cartesian forces (eV/Å) of the 6 atoms listed first:
C -0.59 1.35 0.81
C 0.95 0.00 -0.82
C -0.44 -1.48 -0.84
C -0.03 1.74 0.11
C -1.65 -0.67 0.37
N 0.40 1.36 0.80

Results
Spin multiplicity: 1
Highest occupied orbital energy: -8.7 eV
HOMO-LUMO gap: 9.79 eV
E_LUMO: 1.0787 eV
ΔE to the lowest compared entry with this formula, charge and spin: 182.2 kJ/mol

(3)
Molecular formula: C36H50AsN5O3RbS2Si2
Method: DFT, ωB97M-V with the def2-TZVPD basis set

Each line ends with the Löwdin charge.
CARTESIAN COORDINATES (ANGSTROEM)
Rb  0.30009  0.66208  -0.40630  0.765
O  1.73797  5.12039  -1.33135  -0.309
S  1.44120  3.99718  -0.46772  0.534
O  2.10512  2.74571  -0.78933  -0.437
N  -0.07919  3.67274  -0.27470  -0.180
C  -1.03619  4.64968  -0.17990  -0.292
C  -0.82075  5.98583  0.12778  -0.035
C  -1.88112  6.89720  0.26403  -0.092
C  -3.18161  6.51453  0.09696  -0.077
C  -3.45902  5.16882  -0.23802  -0.170
C  -4.77810  4.70835  -0.45327  -0.035
C  -4.99399  3.41022  -0.80492  -0.066
C  -3.87657  2.55804  -0.93544  -0.181
N  -2.64279  2.93615  -0.72669  0.123
C  -2.40645  4.23176  -0.38271  -0.167
C  2.11548  4.44927  1.12932  -0.263
C  1.35141  4.38204  2.28219  -0.067
C  1.91999  4.71172  3.50657  -0.092
C  3.25045  5.09507  3.57447  -0.094
C  4.01290  5.16039  2.41404  -0.081
C  3.44582  4.84466  1.19074  -0.058
H  0.19223  6.34141  0.25102  0.098
H  -1.64940  7.92741  0.50917  0.099
H  -3.99969  7.21702  0.20292  0.097
H  -5.60155  5.40538  -0.34078  0.108
H  -5.99012  3.02579  -0.98218  0.095
H  -4.02278  1.51955  -1.21513  0.049
H  0.31461  4.08030  2.21003  0.090
H  1.32143  4.67072  4.40893  0.096
H  3.69518  5.34365  4.53016  0.096
H  5.05351  5.45537  2.46530  0.100
H  4.02531  4.89366  0.27780  0.120
C  2.93793  -1.25327  3.15755  -0.194
Si  3.69873  -0.74344  1.49605  0.450
C  3.80362  1.13235  1.66840  -0.168
C  5.45619  -1.45528  1.58940  -0.187
C  2.78673  -1.22776  -0.02562  -0.364
C  1.78691  -2.21967  -0.08024  -0.433
C  1.50900  -3.17107  0.96403  -0.041
C  0.63792  -4.19985  0.76976  -0.104
C  -0.03907  -4.33188  -0.45745  -0.140
C  0.19498  -3.33924  -1.38748  -0.208
N  1.02653  -2.31451  -1.22926  0.025
Si  3.42222  -0.71789  -1.69134  0.439
C  4.02081  -2.26275  -2.60799  -0.181
C  2.31560  0.20389  -2.92901  -0.220
C  4.89860  0.46190  -1.58513  -0.178
H  3.37373  -0.60088  3.92255  0.025
H  3.15496  -2.28438  3.44724  0.017
H  1.85734  -1.09556  3.14875  -0.001
H  4.48886  1.41350  2.47521  0.032
H  2.80813  1.50538  1.93250  0.025
H  4.10704  1.64873  0.75921  0.006
H  5.95955  -1.12229  2.50310  0.019
H  6.08291  -1.18266  0.73925  0.003
H  5.39851  -2.54773  1.61696  0.022
H  2.04596  -3.09802  1.89562  0.070
H  0.48577  -4.93043  1.55877  0.093
H  -0.68999  -5.17169  -0.65711  0.067
H  -0.32178  -3.36310  -2.35100  0.091
H  3.20101  -2.97700  -2.70510  0.013
H  4.82585  -2.74504  -2.04691  0.022
H  4.39381  -2.02550  -3.60917  0.018
H  1.39289  -0.33903  -3.13984  0.007
H  2.87664  0.29293  -3.86531  0.027
H  2.09202  1.22134  -2.59990  -0.013
H  5.66104  0.19288  -0.85399  0.007
H  4.54278  1.46988  -1.35927  0.016
H  5.37619  0.49837  -2.56969  0.027
C  -2.06708  2.21763  2.54189  -0.198
As  -1.04667  0.79200  3.33463  0.938
C  -0.07847  1.59043  4.80135  -0.198
C  -2.28592  -0.44198  4.13685  -0.209
O  -0.00656  0.06868  2.28968  -0.621
H  -2.44799  2.89490  3.30657  0.044
H  -2.89128  1.78711  1.97722  -0.004
H  -1.41677  2.75245  1.84878  0.007
H  -0.74786  2.13224  5.46958  0.034
H  0.66328  2.26746  4.37924  0.014
H  0.43784  0.80046  5.34487  0.037
H  -2.93711  0.07456  4.84250  0.035
H  -1.70906  -1.20940  4.65145  0.037
H  -2.87191  -0.89962  3.34113  -0.013
C  -3.22631  -4.97490  -2.00797  -0.005
C  -3.30512  -4.33136  -0.66470  -0.298
C  -3.44150  -4.99415  0.51739  0.008
C  -3.43452  -4.22111  1.70180  -0.307
N  -3.38424  -2.91009  1.70977  0.115
C  -3.29599  -2.23717  0.53349  -0.807
S  -3.23659  -0.58259  0.40111  0.688
N  -3.22133  -2.98893  -0.62123  0.104
C  -3.45469  -4.89854  3.03784  -0.021
H  -3.42457  -6.04112  -1.93174  0.087
H  -2.22858  -4.83141  -2.42518  0.077
H  -3.94804  -4.52712  -2.69269  0.092
H  -3.50725  -6.07104  0.54419  0.116
H  -3.05765  -2.45858  -1.46636  0.139
H  -3.89228  -5.89431  2.98142  0.075
H  -3.99780  -4.28751  3.75536  0.081
H  -2.42606  -4.99528  3.39249  0.091

Cartesian forces (eV/Å) of the 6 atoms listed first:
Rb -0.28 -0.12 -0.01
O -0.01 0.01 0.00
S 0.01 0.02 0.04
O 0.12 0.19 0.01
N 0.01 -0.03 0.00
C 0.01 0.01 0.03

Results
Spin multiplicity: 1
Net charge: -1
Highest occupied orbital energy: -3.3 eV
HOMO-LUMO gap: 5.11 eV
E_LUMO: 1.8297 eV
ΔE to the lowest compared entry with this formula, charge and spin: 71.5 kJ/mol

| no. | F_max (hartree/bohr) |
| --- | --- |
| 1 | 0.041 |
| 2 | 0.035 |
| 3 | 0.006 |